Entry 1:
Here is the molecule C2H2N2O2 at a distorted geometry from the Open Molecules 2025 dataset. Energies are from ωB97M-V with the def2-TZVPD basis set.

The geometry in XYZ format:
```
8
Properties=species:S:1:pos:R:3
N -1.421 1.548 -1.537
C -0.825 1.082 -0.668
C -0.163 0.311 0.378
N 0.858 -0.759 -0.048
O 0.733 -1.325 -1.057
O 1.574 -1.114 0.890
H 0.159 0.902 1.233
H -0.915 -0.646 0.809
```

The strongest force on any atom is 0.082 hartree/bohr. Its HOMO-LUMO gap is 0.419 Eh. Its structure (SMILES) is N#CC[N+](=O)[O-]. The energy relative to the best compared isomer or geometry (same formula, charge and spin) comes out at 108.2 kcal/mol.

Here are the Mulliken charges for atoms 1 to 2, given in e: -0.32, 0.29

---

Entry 2:
Here is the molecule C2H2N2O2S at a distorted geometry from the Open Molecules 2025 dataset. Energies are from ωB97M-V with the def2-TZVPD basis set.

The geometry in XYZ format:
```
9
Properties=species:S:1:pos:R:3
O -0.125 1.945 0.084
N -0.447 0.727 -0.381
O -1.781 0.342 0.047
C -1.659 -0.987 0.120
N -0.478 -1.492 0.011
C 0.318 -0.396 -0.130
S 1.992 -0.305 0.035
H 0.485 1.752 0.852
H -2.588 -1.511 0.196
```

The strongest force on any atom is 0.067 hartree/bohr. Its HOMO-LUMO gap is 0.314 Eh. Its structure (SMILES) is On1ocnc1=S. The energy relative to the best compared isomer or geometry (same formula, charge and spin) comes out at 74.2 kcal/mol.

Here are the Mulliken charges for atoms 1 to 2, given in e: -0.30, 0.27

---

Entry 3:
Here is a cluster of 2 separate species, C2H2N2O2S2 in total at a distorted geometry from the Open Molecules 2025 dataset. Energies are from ωB97M-V with the def2-TZVPD basis set.

The geometry in XYZ format:
```
10
Properties=species:S:1:pos:R:3
C -1.036 -0.848 1.549
C 1.208 -1.730 0.976
N -0.320 0.085 1.089
N 0.928 -0.461 0.728
O -0.937 2.833 -2.734
O 0.797 1.227 -2.207
S -0.214 -2.371 1.732
S -0.027 1.761 -3.212
H -2.116 -0.697 1.574
H 1.716 0.201 0.505
```

The strongest force on any atom is 0.090 hartree/bohr. Its HOMO-LUMO gap is 0.289 Eh. The energy relative to the best compared isomer or geometry (same formula, charge and spin) comes out at 59.4 kcal/mol.

Here are the Mulliken charges for atoms 1 to 2, given in e: -0.08, -0.25

---

Entry 4:
Here is the molecule C2H2N2O3 at a distorted geometry from the Open Molecules 2025 dataset. Energies are from ωB97M-V with the def2-TZVPD basis set.

The geometry in XYZ format:
```
9
Properties=species:S:1:pos:R:3
O -1.209 -1.850 0.806
N -0.667 -0.501 1.371
C -0.097 -0.035 0.396
O 0.679 1.004 0.499
C 1.101 1.325 -0.666
N 0.593 0.682 -1.689
O -0.197 -0.275 -0.948
H -1.806 -2.029 1.678
H 2.118 1.991 -0.684
```

The strongest force on any atom is 0.119 hartree/bohr. Its HOMO-LUMO gap is 0.372 Eh. Its structure (SMILES) is O/N=c1/ocno1. The energy relative to the best compared isomer or geometry (same formula, charge and spin) comes out at 114.6 kcal/mol.

Here are the Mulliken charges for atoms 1 to 2, given in e: -0.44, -0.37

---

Entry 5:
Here is a cluster of 2 separate species, C2H2N2O3 in total at a distorted geometry from the Open Molecules 2025 dataset. Energies are from ωB97M-V with the def2-TZVPD basis set.

The geometry in XYZ format:
```
9
Properties=species:S:1:pos:R:3
C 0.246 1.645 -1.384
C 0.374 -2.049 1.371
N 0.033 0.549 -0.592
N -0.746 0.100 0.211
O -1.838 0.401 0.629
O 0.176 1.661 -2.575
O 0.871 -1.891 2.413
H 0.665 2.476 -0.780
H 0.219 -2.892 0.707
```

The strongest force on any atom is 0.048 hartree/bohr. Its HOMO-LUMO gap (spin up / spin down) is 0.294 / 0.329 Eh. The spin multiplicity is 3. The energy relative to the best compared isomer or geometry (same formula, charge and spin) comes out at 55.8 kcal/mol. The expectation value of S² is 2.0095.

Here are the Mulliken charges for atoms 1 to 2, given in e: 0.17, 0.08

---

Entry 6:
Here is the molecule C2H2N2O3 at a distorted geometry from the Open Molecules 2025 dataset. Energies are from ωB97M-V with the def2-TZVPD basis set.

The geometry in XYZ format:
```
9
Properties=species:S:1:pos:R:3
C -0.784 -0.254 -0.293
C 1.518 0.270 -0.067
N 0.306 0.031 -0.725
N -1.816 -0.744 0.052
O 1.856 -0.221 0.983
O 2.264 1.091 -0.759
O -2.974 -0.104 0.515
H 3.038 0.917 -0.321
H -3.409 -0.985 0.615
```

The strongest force on any atom is 0.100 hartree/bohr. Its HOMO-LUMO gap (spin up / spin down) is 0.261 / 0.274 Eh. The spin multiplicity is 3. The energy relative to the best compared isomer or geometry (same formula, charge and spin) comes out at 51.6 kcal/mol. The expectation value of S² is 2.0229.

Here are the Mulliken charges for atoms 1 to 2, given in e: 0.47, 0.55

---

Entry 7:
Here is the molecule C2H2N2O3S at a distorted geometry from the Open Molecules 2025 dataset. Energies are from ωB97M-V with the def2-TZVPD basis set.

The geometry in XYZ format:
```
10
Properties=species:S:1:pos:R:3
O -2.901 0.000 -0.232
C -1.571 -0.060 -0.461
N -1.016 -0.632 -1.476
O 0.406 -0.428 -1.233
C 0.550 0.139 0.004
N 1.533 0.394 0.712
S 3.047 -0.113 0.151
O -0.706 0.455 0.441
H -2.990 0.112 0.769
H 3.647 0.133 1.325
```

The strongest force on any atom is 0.047 hartree/bohr. Its HOMO-LUMO gap is 0.328 Eh. Its structure (SMILES) is Oc1no/c(=N\S)o1. The energy relative to the best compared isomer or geometry (same formula, charge and spin) comes out at 62.1 kcal/mol.

Here are the Mulliken charges for atoms 1 to 2, given in e: -0.46, 0.62

---

Entry 8:
Here is the molecule C2H2N2O4 at a distorted geometry from the Open Molecules 2025 dataset. Energies are from ωB97M-V with the def2-TZVPD basis set.

The geometry in XYZ format:
```
10
Properties=species:S:1:pos:R:3
O -2.689 -0.488 0.248
C -1.591 -0.122 0.028
N -1.102 1.150 -0.137
O 0.311 1.045 -0.108
C 0.645 -0.221 -0.150
N 1.770 -0.741 0.064
O 2.865 0.010 0.182
O -0.531 -1.009 -0.248
H -1.293 1.797 0.594
H 2.646 0.929 0.048
```

The strongest force on any atom is 0.061 hartree/bohr. Its HOMO-LUMO gap is 0.365 Eh. Its structure (SMILES) is O=c1[nH]o/c(=N\O)o1. The energy relative to the best compared isomer or geometry (same formula, charge and spin) comes out at 55.4 kcal/mol.

Here are the Mulliken charges for atoms 1 to 2, given in e: -0.46, 0.47